1.
A structure of composition C5H5N3, computed with wB97M-V/def2-TZVPD.

Structure (XYZ):
```
13
Properties=species:S:1:pos:R:3:forces:R:3
C 0.10605 -0.76262 0.45956 -1.543 1.453 1.035
C -1.75169 0.40802 0.72215 -1.750 -3.860 0.923
C 0.20287 0.75828 0.30705 4.724 -1.925 -2.184
C 0.80185 0.82757 -1.03016 3.046 1.416 -3.055
C 1.44039 0.92965 -2.08883 -1.203 -1.722 -1.551
H 1.98312 -0.93969 0.05373 -3.170 -1.927 -0.220
H -1.59838 -1.67757 1.39407 -0.930 -1.474 0.717
H -2.72505 0.05264 1.04848 -1.479 2.765 -0.619
H 1.04618 0.87337 1.09347 -1.785 1.544 -0.649
H 1.73183 0.64089 -3.28079 -0.848 1.277 4.319
N 1.01618 -1.53187 0.18537 4.545 -1.157 0.322
N -1.19529 -0.91897 0.94748 3.040 3.746 -2.233
N -1.05807 1.34029 0.18842 -2.649 -0.137 3.196
```
Positions in Å, forces in eV/Å.

Computed properties:
Relative energy (zero: lowest compared OMol25 entry of this formula, charge and spin) (kcal per mole): 111.38
E_LUMO (eV): 0.5
Total charge: 0
HOMO energy (eV): -9.20

2.
The molecule C5H9NOS, computed with wB97M-V/def2-TZVPD.

Structure (XYZ):
```
17
Properties=species:S:1:pos:R:3:forces:R:3
C -1.92625 -1.75509 -0.58142 -0.272 1.187 -1.765
N -1.28190 -0.32271 -0.35426 0.259 -4.030 0.268
O -2.21792 0.61847 -0.53538 -2.365 1.477 3.330
C 0.00161 -0.06617 0.02527 -0.677 -1.076 -1.844
S 1.10075 -1.33988 -0.11260 -0.507 0.051 0.775
C 0.47091 1.31623 0.18686 -0.573 1.068 1.521
C 1.93706 1.51499 0.10071 -0.134 1.669 -1.156
C 1.37829 1.63029 1.44288 -0.713 0.599 -0.872
H -2.25134 -2.34266 0.30695 1.098 0.674 -0.222
H -2.91858 -1.60990 -1.15427 1.664 0.439 0.850
H -1.27357 -2.30527 -1.30657 -0.401 0.278 1.192
H -2.74973 0.54778 0.36836 1.101 0.794 -2.751
H -0.07995 2.21851 -0.06801 -0.561 -0.785 -0.370
H 2.04022 2.42310 -0.52194 0.933 -0.505 0.754
H 2.43650 0.62467 -0.15742 0.923 -0.530 -0.351
H 1.37381 0.79221 2.05395 0.656 -1.485 1.035
H 1.35741 2.55923 1.99752 -0.431 0.175 -0.394
```
Positions in Å, forces in eV/Å.

Computed properties:
Relative energy (zero: lowest compared OMol25 entry of this formula, charge and spin) (kcal per mole): 102.31
E_LUMO (eV): 0.4
Total charge: 0
HOMO energy (eV): -8.12

3.
The molecule C10H6O3, computed with wB97M-V/def2-TZVPD.

Structure (XYZ):
```
19
Properties=species:S:1:pos:R:3:forces:R:3
O 4.41226 -0.45133 -0.31305 -3.544 2.611 0.768
C 3.49685 0.35997 0.04695 2.758 -4.502 -0.159
C 2.01765 -0.02678 0.11383 3.774 1.864 -0.317
C 1.66939 -1.28755 0.08807 1.764 -5.106 -1.296
O 0.44283 -1.76649 -0.00780 -0.151 0.199 0.578
C -0.54439 -0.83052 0.00435 -1.837 -3.513 -0.438
C -1.84125 -1.31601 -0.05088 -1.577 -4.764 1.944
C -2.91444 -0.49929 -0.04184 1.044 1.595 -0.882
C -2.64229 0.85850 -0.12651 -3.977 4.003 0.164
C -1.39066 1.42408 -0.07385 -1.107 -4.699 -0.053
C -0.34347 0.45402 -0.01159 2.228 6.574 0.080
C 1.08044 1.02475 0.04782 -2.612 0.145 -0.055
O 1.31893 2.21477 0.00404 0.118 -0.156 0.038
H 3.85945 1.24719 0.53219 -0.443 1.032 -0.083
H 2.38555 -2.23514 -0.05160 -1.115 2.721 0.666
H -2.10911 -2.45332 0.23089 1.217 2.453 -1.218
H -3.93207 -0.74901 -0.12070 -0.908 -0.981 0.255
H -3.71459 1.60316 -0.16219 3.586 -2.094 0.044
H -1.25109 2.42901 -0.10812 0.781 2.618 -0.037
```
Positions in Å, forces in eV/Å.

Computed properties:
Relative energy (zero: lowest compared OMol25 entry of this formula, charge and spin) (kcal per mole): 51.48
E_LUMO (eV): -0.2
Total charge: 0
HOMO energy (eV): -9.70

4.
A cluster of 2 separate species, C5H16N3 in total, computed with wB97M-V/def2-TZVPD.

Structure (XYZ):
```
24
Properties=species:S:1:pos:R:3:forces:R:3
C 1.88433 -0.30345 -0.83090 0.087 0.403 0.116
C 1.76018 -1.51232 0.08508 0.291 0.281 -0.428
C 2.13681 -2.75294 -0.73472 0.035 0.156 0.419
N 1.56296 0.99820 -0.13846 0.038 -0.899 0.352
H 2.88767 -0.19199 -1.24053 0.047 -0.216 0.028
H 1.19659 -0.37748 -1.67215 -0.071 -0.024 0.008
H 0.75924 -1.54491 0.51456 -0.127 -0.194 -0.114
H 2.45508 -1.41256 0.92156 0.054 0.027 0.028
H 1.47771 -2.91979 -1.58447 -0.142 0.011 0.058
H 3.14613 -2.61720 -1.12376 0.042 -0.118 -0.013
H 2.13751 -3.63378 -0.09711 -0.040 -0.085 -0.106
H 0.50235 0.97420 0.19987 -0.168 0.399 0.052
H 2.17507 1.14786 0.66621 -0.096 -0.067 -0.101
H 1.70952 1.76473 -0.77396 -0.038 0.464 -0.221
C -1.58503 0.72247 1.85155 0.032 -0.086 0.302
N -3.17878 0.90092 -0.40710 0.382 0.195 -0.332
C -1.84280 1.06406 -0.44732 0.047 0.013 0.186
N -1.02905 1.02106 0.54244 0.121 -0.334 -0.087
H -2.19115 1.54287 2.24477 -0.004 0.055 -0.056
H -0.78421 0.54196 2.56614 0.051 0.097 -0.041
H -2.19897 -0.18334 1.84274 -0.044 0.005 -0.099
H -3.68512 1.09633 -1.25296 -0.221 -0.062 0.116
H -3.67296 0.93461 0.46582 -0.126 -0.047 0.039
H -1.41680 1.22276 -1.43366 -0.151 0.027 -0.104
```
Positions in Å, forces in eV/Å.

Computed properties:
Relative energy (zero: lowest compared OMol25 entry of this formula, charge and spin) (kcal per mole): 11.96
E_LUMO (eV): -2.7
Total charge: +1
HOMO energy (eV): -13.34

5.
A cluster of 2 separate species, C4H15N4 in total, computed with wB97M-V/def2-TZVPD.

Structure (XYZ):
```
23
Properties=species:S:1:pos:R:3:forces:R:3
C 1.80395 -1.94883 -0.11842 0.032 -0.382 -0.006
C -2.14910 0.21344 -0.95936 -0.160 -0.078 -0.035
C -1.37140 -0.08165 1.31543 0.001 -0.070 0.096
C 0.76526 0.19043 -0.71285 0.434 0.035 0.085
N 1.18253 2.26489 0.48895 0.216 -0.203 0.228
N 1.57170 -0.53489 0.05476 0.194 0.425 0.329
N 0.73324 1.52448 -0.60429 -0.127 0.467 -0.117
N -1.14112 -0.38306 -0.09156 -0.302 -0.399 -0.047
H 1.48449 -2.25508 -1.11115 0.014 -0.028 -0.047
H 2.86875 -2.15486 -0.01717 -0.052 -0.035 -0.058
H 1.26786 -2.53728 0.62865 -0.034 -0.018 -0.044
H -2.12627 1.29621 -0.84510 0.009 0.057 0.000
H -1.94132 -0.04360 -1.99595 -0.012 0.012 -0.093
H -3.15516 -0.13282 -0.71126 -0.011 0.050 -0.040
H -1.39703 0.99920 1.44907 0.010 0.051 0.012
H -2.32144 -0.48777 1.67173 0.019 0.038 0.014
H -0.57064 -0.50744 1.91847 0.039 0.007 0.059
H 0.53180 -0.20827 -1.69184 -0.062 0.027 0.024
H 0.80634 1.94509 1.37581 -0.078 0.044 -0.166
H 2.19697 2.31009 0.52663 -0.135 -0.017 -0.111
H 1.90721 -0.13876 0.92289 -0.069 0.144 -0.219
H 0.19712 2.06315 -1.27120 0.128 -0.206 0.102
H -1.14374 -1.39266 -0.22224 -0.055 0.078 0.034
```
Positions in Å, forces in eV/Å.

Computed properties:
Relative energy (zero: lowest compared OMol25 entry of this formula, charge and spin) (kcal per mole): 56.05
E_LUMO (eV): -2.6
Total charge: +1
HOMO energy (eV): -13.52

6.
A structure of composition C36H34AsN4O9Rb, computed with wB97M-V/def2-TZVPD.

Structure (XYZ):
```
85
Properties=species:S:1:pos:R:3:forces:R:3
Rb 0.79868 -0.86602 1.68791 0.526 -0.209 -0.326
O -0.83089 -3.31031 -0.68088 -0.048 -0.116 0.067
C -0.06564 -4.45185 -0.32819 0.017 -0.018 0.020
C -0.50699 -4.99957 1.02434 0.025 0.009 -0.076
N -0.42039 -3.96285 2.04172 -0.003 -0.026 0.022
C -1.67649 -3.52100 2.64450 0.000 0.062 -0.009
C -1.66829 -1.97789 2.68647 -0.177 -0.151 0.106
O -1.38838 -1.41443 3.75989 -0.059 -0.001 -0.014
O -1.83007 -1.42098 1.56063 -0.367 -0.105 -0.036
C 0.64213 -4.19146 3.01143 0.038 0.004 -0.009
C 2.06280 -4.27331 2.38028 -0.089 -0.031 0.033
O 2.76765 -5.23549 2.73399 0.011 0.000 -0.006
O 2.36174 -3.34215 1.58682 -0.002 0.026 0.020
H -0.98832 -2.81512 0.14678 -0.096 0.132 -0.081
H 0.99879 -4.20576 -0.28090 0.000 0.019 0.011
H -0.22481 -5.20582 -1.10724 0.008 0.009 -0.007
H 0.12350 -5.85784 1.29053 0.002 0.009 0.014
H -1.53977 -5.35629 0.93749 -0.009 0.003 0.023
H -1.81301 -3.93508 3.65325 0.015 0.002 0.003
H -2.50761 -3.83390 2.00987 0.011 -0.012 -0.010
H 0.46477 -5.11582 3.58384 0.007 -0.006 -0.007
H 0.63964 -3.35731 3.71962 -0.010 -0.001 0.000
O 2.25258 0.52423 3.47094 0.144 0.248 0.280
C 2.14953 1.65594 3.89487 0.066 0.061 0.062
C 1.80813 2.86635 3.15872 -0.045 -0.049 -0.108
C 1.94899 4.05947 3.84199 0.072 0.082 0.032
C 1.72902 5.28438 3.22871 0.235 -0.200 -0.193
C 1.33877 5.32197 1.86494 0.076 0.052 0.062
C 1.17783 4.17141 1.16970 -0.051 -0.023 -0.034
C 1.37658 2.85422 1.76006 0.007 0.078 0.006
O 1.17021 1.82384 1.10599 0.078 0.120 0.005
N 1.90191 6.48763 3.95700 -1.148 0.095 0.411
O 2.17406 6.43124 5.15757 0.414 -0.010 -0.110
O 1.63662 7.55700 3.40309 0.405 0.016 -0.140
H 2.36042 1.85317 4.97062 0.014 -0.006 -0.007
H 2.25378 4.04728 4.88183 0.001 -0.008 0.000
H 1.16702 6.28493 1.40383 0.000 -0.006 -0.005
H 0.85693 4.18273 0.13531 -0.015 -0.002 -0.010
N 6.72109 0.17445 -1.69671 -0.011 0.000 0.012
C 5.36558 -0.04059 -1.42061 -0.051 0.020 -0.005
C 4.94445 -1.12511 -0.66090 0.017 0.044 0.021
C 3.58885 -1.30973 -0.43518 0.007 -0.031 0.039
N 2.64538 -0.50331 -0.92958 0.016 0.008 0.023
C 3.05913 0.53794 -1.64692 -0.036 0.025 0.015
C 4.38603 0.81307 -1.92489 0.041 -0.018 0.000
H 7.33761 -0.24321 -1.01672 0.006 0.005 -0.002
H 6.95086 1.14390 -1.85190 0.010 -0.003 0.000
H 5.65886 -1.80998 -0.21933 -0.007 -0.008 -0.008
H 3.25329 -2.12640 0.20140 0.009 -0.074 -0.084
H 2.28307 1.20348 -2.01342 -0.004 -0.009 0.003
H 4.65391 1.68386 -2.51218 0.000 0.001 0.001
C -5.67157 -2.00287 -1.39592 0.007 -0.002 -0.005
C -4.59913 -2.56691 -2.07522 -0.021 -0.003 0.010
C -3.34220 -1.98726 -1.99707 0.033 0.012 0.012
C -3.13644 -0.82843 -1.25010 -0.081 -0.083 -0.042
C -4.21274 -0.27610 -0.56709 0.017 0.037 0.008
C -5.47221 -0.85790 -0.63921 -0.012 -0.014 -0.011
As -1.30739 -0.12303 -1.13701 -0.090 0.073 -0.082
C -1.05236 0.00366 -3.08566 0.010 -0.008 -0.029
C -2.02263 0.44514 -3.98479 -0.021 -0.012 0.016
C -1.77178 0.46112 -5.34870 0.005 0.001 -0.003
C -0.54535 0.02297 -5.83610 0.006 0.001 0.012
C 0.41943 -0.43942 -4.95391 0.003 -0.004 -0.031
C 0.16345 -0.45403 -3.58717 -0.001 0.039 0.078
C -1.78131 1.73520 -0.71352 0.052 0.048 0.068
C -2.00572 1.98507 0.64273 -0.038 -0.069 0.004
C -2.30183 3.26436 1.08727 0.015 0.020 0.012
C -2.35810 4.32015 0.18702 0.011 0.009 -0.028
C -2.11492 4.08641 -1.15821 -0.011 0.015 0.029
C -1.82701 2.80120 -1.60511 0.038 -0.047 -0.030
H -6.65299 -2.46007 -1.44780 -0.002 0.001 -0.001
H -4.73835 -3.47168 -2.65568 0.006 0.001 -0.002
H -2.50374 -2.45353 -2.49997 -0.009 -0.006 0.007
H -4.07165 0.61200 0.03561 -0.019 -0.020 -0.004
H -6.29841 -0.41724 -0.09332 0.005 0.008 0.003
H -2.98992 0.76263 -3.61095 0.003 0.013 -0.002
H -2.53557 0.80786 -6.03545 -0.003 0.002 0.005
H -0.34988 0.03262 -6.90216 0.002 -0.001 0.000
H 1.37123 -0.79849 -5.32714 0.003 -0.001 0.005
H 0.90570 -0.83477 -2.89302 0.012 0.016 -0.019
H -1.95179 1.15977 1.34818 0.027 0.008 0.023
H -2.46298 3.44269 2.14351 0.002 -0.016 0.002
H -2.56590 5.32405 0.53771 -0.003 0.000 -0.001
H -2.14034 4.90857 -1.86476 0.004 -0.007 -0.005
H -1.62517 2.64239 -2.65733 -0.001 -0.017 -0.002
```
Positions in Å, forces in eV/Å.

Computed properties:
Relative energy (zero: lowest compared OMol25 entry of this formula, charge and spin) (kcal per mole): 20.91
E_LUMO (eV): 3.8
Total charge: -2
HOMO energy (eV): -2.94